[1]
Here is a 7-piece molecular cluster, C28H68N2O7 overall in a non-equilibrium geometry from OMol25. Energies are from wB97M-V/def2-TZVPD.

Geometry as XYZ:
```
105
Properties=species:S:1:pos:R:3:forces:R:3
C -3.846 2.302 1.722 0.220 0.258 -0.360
C -3.877 3.729 2.179 -1.063 0.551 -1.716
O -2.672 3.999 2.697 4.712 1.647 1.990
H -3.266 2.205 0.784 -0.446 0.224 0.385
H -4.862 2.029 1.567 -0.732 -0.932 -0.256
H -3.316 1.667 2.426 -0.448 -0.154 0.343
H -4.599 4.139 2.850 -1.357 -0.871 0.781
H -3.952 4.402 1.352 -0.727 0.151 -1.358
H -2.456 4.950 2.631 -0.254 -0.834 0.200
C 1.003 1.274 4.336 -1.471 1.950 -1.021
C -0.170 2.268 4.249 0.549 -0.699 -0.290
O -1.012 1.747 3.238 -0.561 -0.201 -0.258
H 1.297 1.135 3.321 0.346 -0.422 -0.773
H 0.808 0.354 4.782 -0.693 -1.478 0.794
H 1.794 1.748 4.801 1.850 0.833 1.264
H 0.169 3.232 3.825 0.297 -0.163 0.886
H -0.751 2.390 5.182 0.465 0.101 -0.231
H -1.480 2.533 2.949 -0.737 0.097 -0.396
C 2.872 -1.730 3.969 0.566 0.280 0.998
C 3.308 -1.287 5.358 -2.163 0.920 -0.957
O 4.524 -0.656 5.371 2.062 2.626 0.755
H 2.822 -0.983 3.224 0.564 1.093 -0.706
H 1.925 -2.178 3.906 -1.610 -0.687 0.621
H 3.535 -2.509 3.726 1.119 -0.859 -0.938
H 3.342 -2.161 5.953 -0.235 -0.851 1.095
H 2.675 -0.492 5.741 -1.247 -0.814 0.336
H 4.351 0.202 5.865 0.984 -1.740 -1.136
C -1.146 -2.395 0.990 -0.195 2.412 1.269
C -0.862 -1.094 1.766 0.811 0.060 -1.667
O -0.880 0.044 0.845 -0.013 -0.960 0.347
H -2.159 -2.458 0.745 -1.557 -0.317 -0.516
H -0.888 -3.157 1.643 0.433 -1.811 1.155
H -0.559 -2.449 0.128 0.899 -0.059 -1.412
H 0.172 -1.230 2.120 -0.347 0.447 0.458
H -1.570 -0.878 2.555 -0.018 -0.249 0.358
H -0.726 0.819 1.394 0.008 0.255 0.196
C 1.166 2.617 0.581 0.703 1.794 0.718
C 0.321 3.895 0.495 -0.023 -3.770 -0.005
O 0.789 4.707 1.466 0.495 2.066 1.748
H 1.022 1.998 -0.242 -0.128 -1.288 -1.272
H 1.018 2.112 1.517 -0.689 -0.365 0.327
H 2.209 2.900 0.682 0.366 0.168 -0.553
H -0.680 3.551 0.637 -1.215 -0.033 0.651
H 0.259 4.287 -0.469 0.667 1.119 -1.818
H 0.049 5.102 1.920 -0.079 0.382 0.213
C 1.480 -2.073 -2.804 -1.597 -2.578 -1.018
C 2.595 -1.222 -2.396 2.727 1.126 0.602
C 2.274 -0.349 -1.154 -1.339 0.485 -0.870
C 2.229 -1.022 0.187 0.115 -2.830 -0.544
C 3.493 -1.859 0.420 0.238 -1.084 0.780
C 3.911 -2.756 -0.778 0.289 -0.823 0.726
N 3.803 -2.017 -2.024 -3.849 2.514 5.216
O 4.685 -2.232 -2.914 4.257 -1.076 -4.253
C 3.100 -4.047 -0.840 -1.232 -0.607 1.234
C 5.322 -3.343 -0.487 0.896 1.602 -0.168
C 3.038 -0.304 -3.590 -0.193 -2.783 1.142
H 0.912 -2.497 -1.934 0.499 0.247 -0.813
H 1.959 -2.933 -3.395 -1.003 0.965 0.680
H 0.722 -1.592 -3.456 0.484 -0.109 0.405
H 1.273 0.067 -1.360 0.150 0.086 0.077
H 2.935 0.498 -1.062 0.556 0.276 -0.341
H 1.379 -1.760 0.264 0.604 0.922 -0.206
H 2.131 -0.337 0.990 -0.308 0.881 0.670
H 3.345 -2.528 1.299 -0.226 0.155 -0.549
H 4.350 -1.287 0.784 0.050 0.466 -0.600
H 4.780 -3.179 -2.994 0.044 -0.797 -0.789
H 3.362 -4.707 0.031 -0.233 0.392 -0.940
H 3.230 -4.574 -1.780 0.301 -0.202 -0.118
H 2.029 -3.865 -0.758 -0.129 0.047 -0.021
H 5.814 -3.862 -1.287 -0.142 -0.189 -0.982
H 5.374 -4.092 0.290 -0.621 0.173 0.591
H 6.024 -2.547 -0.234 0.055 0.107 0.125
H 3.923 0.166 -3.338 1.701 1.355 0.654
H 2.271 0.344 -3.805 -1.741 1.769 -0.468
H 3.274 -0.868 -4.474 -0.169 -0.538 -0.365
C -3.891 -0.644 -0.567 1.186 -0.376 0.594
C -3.671 -0.901 -2.096 -1.101 2.874 0.675
C -4.841 -0.161 -2.835 -0.483 -0.880 -0.183
C -4.601 1.352 -2.903 -1.442 -0.666 -1.438
C -3.356 1.617 -3.727 0.313 -1.132 1.197
C -2.108 1.108 -2.982 0.137 -0.859 -0.328
N -2.376 -0.264 -2.460 -5.325 2.282 -4.084
O -1.355 -0.786 -1.930 5.460 -2.823 3.039
C -1.684 2.050 -1.833 -0.562 1.702 -2.202
C -0.926 1.026 -3.974 1.191 -1.894 1.249
C -3.724 -2.355 -2.414 0.144 0.064 -1.818
H -4.180 0.355 -0.321 -0.261 0.985 -0.404
H -2.949 -0.743 0.034 -0.823 -0.260 -0.771
H -4.661 -1.229 -0.083 -0.208 -0.689 -0.133
H -5.711 -0.434 -2.243 -0.263 0.491 0.566
H -5.219 -0.644 -3.788 1.400 0.664 0.367
H -4.617 1.696 -1.889 0.522 0.616 0.566
H -5.451 1.868 -3.401 0.266 -0.411 0.300
H -3.251 2.635 -3.971 0.275 1.519 -0.058
H -3.455 1.122 -4.687 0.009 -0.427 -0.112
H -1.131 -0.348 -1.084 -0.119 -0.141 0.245
H -0.691 1.863 -1.482 0.338 -0.426 0.569
H -2.458 2.087 -1.111 -0.404 -0.238 1.176
H -1.661 3.103 -2.246 0.136 -0.926 0.262
H -0.668 1.984 -4.331 0.225 1.254 -0.526
H -1.094 0.347 -4.802 -0.531 0.022 -0.268
H 0.025 0.579 -3.514 -1.391 0.806 -0.179
H -3.473 -2.473 -3.485 -0.259 -0.058 0.353
H -4.653 -2.885 -2.205 -0.106 0.400 0.181
H -2.938 -2.788 -1.891 1.386 -1.299 1.058
```
Positions in Å, forces in eV/Å.

Output
Gap between HOMO and LUMO   6.8736 eV
Energy   -47443.805 eV

[2]
Here is a 7-piece molecular cluster, C28H69N3O8 overall in a non-equilibrium geometry from OMol25. Energies are from wB97M-V/def2-TZVPD.

Geometry as XYZ:
```
108
Properties=species:S:1:pos:R:3:forces:R:3
C -1.284 0.243 -1.559 -0.451 -0.286 -0.031
O -2.372 1.013 -1.055 0.304 0.117 0.200
C -3.540 1.071 -1.836 -0.457 0.428 -0.636
C -3.404 1.669 -3.246 -0.005 -0.020 -0.083
N -2.537 0.975 -4.152 0.689 -0.312 0.735
C -2.843 -0.374 -4.541 0.098 0.366 -0.611
C -1.686 -0.938 -5.336 0.121 -0.176 0.225
O -1.614 -0.256 -6.565 -0.130 0.182 -0.133
C -0.406 -0.435 -7.275 -0.117 -0.223 -0.002
H -0.756 0.783 -2.342 0.161 -0.037 0.064
H -1.656 -0.701 -1.967 0.105 -0.022 0.006
H -0.647 0.017 -0.706 0.085 0.092 0.003
H -4.199 1.789 -1.339 -0.023 -0.254 0.285
H -4.063 0.107 -1.857 0.234 -0.098 0.034
H -3.035 2.688 -3.110 0.027 0.010 -0.175
H -4.431 1.735 -3.651 -0.043 0.103 0.182
H -2.006 1.499 -4.823 -0.306 0.154 -0.106
H -3.743 -0.387 -5.176 -0.109 -0.416 0.173
H -2.965 -1.024 -3.672 -0.278 0.085 0.032
H -1.818 -2.018 -5.490 -0.033 0.042 -0.109
H -0.764 -0.800 -4.751 -0.043 0.047 -0.085
H -0.640 -0.481 -8.338 -0.004 0.100 -0.007
H 0.067 -1.383 -7.001 0.110 0.074 0.007
H 0.277 0.399 -7.092 0.092 -0.082 0.058
C -2.873 0.272 5.937 -0.121 -0.048 0.085
C -2.597 -1.118 5.356 -0.064 -0.435 0.870
C -3.928 -1.864 5.302 -0.425 -0.212 -0.265
C -3.819 -3.179 4.541 0.260 0.035 0.336
C -3.430 -2.863 3.101 -0.641 0.005 0.313
C -2.150 -2.013 2.969 -0.061 -1.037 -0.107
N -2.081 -1.016 4.022 -0.872 1.099 -0.818
O -0.905 -0.241 3.961 0.118 -0.272 0.107
C -0.936 -2.975 2.975 0.286 0.384 0.416
C -2.240 -1.292 1.628 0.368 0.780 0.003
C -1.627 -1.868 6.301 0.030 0.013 0.061
H -3.352 0.910 5.193 0.237 0.095 -0.069
H -1.954 0.702 6.335 -0.027 0.260 -0.218
H -3.580 0.199 6.767 0.106 -0.133 0.079
H -4.307 -1.977 6.319 0.191 -0.229 0.043
H -4.706 -1.284 4.788 0.288 0.285 -0.031
H -4.777 -3.701 4.603 0.048 -0.085 -0.219
H -3.072 -3.835 5.002 -0.046 0.028 0.029
H -4.282 -2.342 2.648 0.137 0.138 -0.012
H -3.321 -3.795 2.542 0.218 0.097 -0.133
H -0.625 -3.200 1.955 -0.057 -0.306 0.043
H -0.086 -2.517 3.485 -0.012 0.167 -0.180
H -1.154 -3.881 3.543 -0.052 -0.140 -0.234
H -3.073 -0.586 1.625 -0.063 -0.083 0.089
H -1.337 -0.688 1.494 0.002 -0.108 -0.193
H -2.360 -1.953 0.769 0.099 -0.219 0.129
H -2.119 -2.212 7.215 -0.094 0.068 -0.050
H -0.810 -1.213 6.605 0.091 -0.054 -0.155
H -1.204 -2.738 5.800 0.037 -0.017 0.051
H -1.155 0.547 3.460 0.161 0.087 -0.063
C 3.798 -2.267 -4.689 0.540 -0.332 0.938
C 3.500 -0.787 -4.436 -0.343 -0.054 -1.021
C 2.179 -0.633 -3.702 -0.105 0.186 0.769
C 2.271 -1.040 -2.229 -0.447 0.500 -0.287
C 3.411 -0.286 -1.519 -1.061 -0.791 -0.185
C 4.736 -0.284 -2.271 0.687 -0.145 0.484
N 4.508 -0.045 -3.697 -0.588 0.756 0.298
O 5.744 0.009 -4.387 -0.025 -0.377 -0.022
C 5.551 0.898 -1.748 0.100 0.116 0.272
C 5.515 -1.569 -1.981 -0.167 -0.565 0.441
C 3.347 -0.129 -5.813 0.229 0.285 -0.422
H 3.724 -2.834 -3.759 -0.299 -0.052 -0.093
H 4.838 -2.422 -4.983 -0.115 0.172 -0.428
H 3.105 -2.694 -5.411 0.070 -0.002 -0.128
H 1.873 0.420 -3.691 0.145 0.032 -0.275
H 1.391 -1.181 -4.223 0.116 -0.123 -0.025
H 2.314 -2.122 -2.092 0.289 0.001 -0.073
H 1.329 -0.723 -1.767 0.089 -0.184 0.127
H 3.487 -0.811 -0.563 0.559 0.370 0.156
H 3.083 0.735 -1.315 0.044 0.046 -0.116
H 6.562 0.902 -2.153 -0.076 0.125 -0.185
H 5.018 1.821 -1.983 0.204 0.076 -0.128
H 5.664 0.860 -0.661 -0.154 -0.173 -0.010
H 4.900 -2.465 -2.094 0.047 0.055 -0.394
H 6.413 -1.640 -2.591 -0.046 -0.059 -0.058
H 5.800 -1.629 -0.925 0.163 0.379 -0.073
H 4.241 -0.298 -6.417 -0.053 -0.050 0.000
H 3.192 0.953 -5.770 0.031 -0.034 0.317
H 2.497 -0.532 -6.369 0.035 -0.195 0.172
H 5.742 0.901 -4.747 0.126 0.039 -0.016
C -1.496 4.333 0.124 0.243 -0.042 -0.705
O -0.814 3.209 -0.423 0.608 0.054 0.328
H -0.831 5.183 -0.029 0.073 -0.013 0.282
H -2.389 4.575 -0.459 -0.231 -0.188 0.272
H -1.710 4.206 1.186 -0.203 0.076 0.024
H -1.381 2.429 -0.523 -0.556 0.217 -0.006
C -0.280 4.268 4.326 -0.725 -0.489 -0.032
O -1.529 3.596 4.537 -0.122 0.138 -0.004
H -0.537 5.252 3.938 0.211 0.099 0.049
H 0.276 4.345 5.259 0.151 0.212 -0.077
H 0.284 3.704 3.581 0.249 0.155 0.063
H -1.477 3.005 5.293 0.141 -0.026 -0.065
C 1.216 1.049 1.597 -1.311 0.071 -0.595
O 0.029 1.705 2.054 0.289 0.097 0.560
H 1.793 1.741 0.987 0.327 -0.190 0.031
H 1.781 0.654 2.430 0.148 0.124 0.032
H 0.871 0.196 1.002 0.518 -0.098 -0.162
H -0.210 2.382 1.408 0.014 -0.071 -0.246
C 1.700 1.852 5.668 0.527 -0.593 -0.350
O 2.173 0.654 5.055 0.116 -0.061 0.231
H 0.690 2.045 5.313 -0.061 0.278 0.209
H 1.725 1.693 6.744 -0.161 0.004 0.019
H 2.395 2.662 5.428 -0.316 0.278 0.019
H 1.915 0.684 4.131 -0.095 -0.073 0.157
```
Positions in Å, forces in eV/Å.

Output
Gap between HOMO and LUMO   8.3691 eV
Energy   -51000.205 eV